Here is a cluster of 2 separate species, H4N2O2 in total in a non-equilibrium geometry from the OMol25 dataset. Energies are from wB97M-V/def2-TZVPD.

Last column: Mulliken charge in e.
Cartesian coordinates (Å):
N: 2.3945 0.3594 0.5209  -0.11
O: 2.7199 -0.8330 0.5480  -0.20
H: 2.8319 0.8600 1.3418  0.22
N: -0.3362 0.8580 0.4172  -0.41
O: -1.2049 0.2122 -0.5299  -0.43
H: -0.6114 0.5066 1.3108  0.26
H: 0.6762 0.4851 0.4329  0.34
H: -1.3820 0.6824 -1.3948  0.33

Energy relative to the best compared isomer or geometry (same formula, charge and spin) = 40.1 kcal per mole
E_HOMO (alpha / beta) = -9.208 / -9.208 eV

---

Here is an isolated molecule of CH3N3O2 in a non-equilibrium geometry from the OMol25 dataset. Energies are from wB97M-V/def2-TZVPD.

Last column: Mulliken charge in e.
Cartesian coordinates (Å):
H: -2.5840 0.5169 -0.2629  0.27
N: -1.8222 0.1712 0.3778  -0.61
N: -0.7435 0.2994 -0.1788  0.90
O: -0.4355 0.7210 -1.3508  -0.70
C: 0.3721 -0.3816 0.7080  0.38
N: 1.4596 -0.4209 -0.1331  -0.44
O: 0.1064 -0.8712 1.7770  -0.44
H: 1.2521 0.1291 -1.0863  0.37
H: 2.3951 -0.1638 0.1492  0.27

Energy relative to the best compared isomer or geometry (same formula, charge and spin) = 75.7 kcal per mole
E_HOMO (alpha / beta) = -10.575 / -10.575 eV

---

Here is a structure of composition C4H15ClN2Si2 in a non-equilibrium geometry from the OMol25 dataset. Energies are from wB97M-V/def2-TZVPD.

Last column: Mulliken charge in e.
Cartesian coordinates (Å):
C: 1.3221 -0.9098 0.0780  -0.92
C: 1.0178 2.3813 -0.8311  -0.89
C: 0.7618 -0.1421 1.2845  -0.49
C: 0.5775 2.2390 0.6308  -0.55
N: -2.6669 -0.9834 0.4173  -0.15
N: -0.0468 1.0182 1.0511  -0.26
Si: -2.2765 -2.6343 0.0184  0.38
Si: -2.0088 0.4677 -0.2091  0.32
Cl: -3.1810 2.0126 0.2659  -0.23
H: 1.7701 -1.8444 0.4156  0.34
H: 0.5196 -1.1442 -0.6196  0.16
H: 2.0853 -0.3379 -0.4427  0.31
H: 0.1687 2.2242 -1.4919  0.20
H: 1.4055 3.3848 -0.9933  0.38
H: 1.7967 1.6698 -1.0911  0.22
H: 0.1416 -0.8370 1.8619  0.28
H: 1.6017 0.1596 1.9264  0.38
H: 1.4518 2.4007 1.2779  0.37
H: -0.1429 3.0400 0.8416  0.29
H: -3.1919 -0.8741 1.2724  0.27
H: -1.0746 -3.0877 0.7214  -0.10
H: -3.4561 -3.4033 0.4170  -0.16
H: -2.0605 -2.6558 -1.4277  -0.09
H: -1.7695 0.3293 -1.6325  -0.06

Energy relative to the best compared isomer or geometry (same formula, charge and spin) = 0.0 kcal per mole
E_HOMO = -7.666 eV

---

Here is a structure of composition C32H30DyN2O8S3Sb in a non-equilibrium geometry from the OMol25 dataset. Energies are from wB97M-V/def2-TZVPD.

Last column: Mulliken charge in e.
Cartesian coordinates (Å):
Dy: -0.2380 0.5318 0.2395  0.26
C: 0.5935 -3.9972 -0.1609  -1.42
C: 1.1013 -3.1401 -1.2670  0.71
C: 0.6213 -3.2695 -2.5655  -0.44
C: 1.0922 -2.4536 -3.5797  -0.59
C: 2.0773 -1.4808 -3.3150  -0.63
C: 2.5743 -1.3352 -2.0314  -0.43
C: 2.0886 -2.1490 -1.0153  -0.19
H: 0.0614 -4.8636 -0.5504  0.42
H: -0.0958 -3.4510 0.4878  0.12
H: 1.4153 -4.3628 0.4602  0.36
H: -0.1380 -4.0098 -2.7824  0.36
H: 0.6941 -2.5600 -4.5777  0.39
H: 2.4416 -0.8486 -4.1133  0.42
H: 3.3309 -0.5940 -1.8071  0.44
H: 2.4990 -2.0702 -0.0060  0.45
N: -0.4888 2.8216 1.3562  -0.42
N: -0.1850 2.7140 2.7298  -0.10
C: 0.1808 1.4651 3.2510  0.16
O: 0.2669 1.3116 4.4570  -0.75
O: 0.5076 0.5937 2.3569  0.43
H: 0.0204 3.5948 0.9544  0.30
H: -1.4886 2.9421 1.2253  0.30
H: -0.6829 3.2713 3.4058  0.25
O: -0.9701 -0.3615 -1.7928  -0.22
S: -2.1078 0.5692 -2.0025  1.68
O: -2.3768 0.9221 -3.3596  -0.65
O: -1.8152 1.6918 -1.0636  -0.60
C: -3.5749 -0.2411 -1.3285  -0.16
C: -4.5982 -0.3418 -2.2499  -0.41
C: -5.8376 -0.8869 -1.9239  -0.68
C: -6.0653 -1.3427 -0.6195  -0.62
C: -5.0435 -1.2523 0.3168  -0.61
C: -3.8076 -0.7198 0.0063  -0.36
S: -2.6705 -0.7180 1.4052  1.61
O: -3.3021 -1.4020 2.4892  -0.66
O: -2.2915 0.6872 1.6041  -0.54
O: -1.4352 -1.3648 0.8767  -0.37
H: -4.4338 0.0205 -3.2534  0.57
H: -6.6084 -0.9453 -2.6774  0.40
H: -7.0180 -1.7649 -0.3340  0.41
H: -5.2068 -1.6185 1.3181  0.59
S: 2.3305 1.6422 -0.0219  -0.62
Sb: 3.4221 0.7206 1.7559  1.43
C: 5.1059 -0.1152 0.7765  0.83
C: 5.6318 -1.3470 1.1392  -0.27
C: 6.7047 -1.8892 0.4487  -0.76
C: 7.2711 -1.2001 -0.6074  -0.54
C: 6.7533 0.0315 -0.9795  -0.77
C: 5.6737 0.5625 -0.2965  -0.67
C: 3.0029 -0.7893 3.1688  0.83
C: 1.9509 -1.6937 3.1577  -0.61
C: 1.8684 -2.6745 4.1308  -0.74
C: 2.8238 -2.7491 5.1333  -0.59
C: 3.8696 -1.8462 5.1534  -0.67
C: 3.9612 -0.8712 4.1740  -0.59
C: 4.1624 2.3202 2.8947  0.80
C: 5.3671 2.9273 2.5680  -0.63
C: 5.8229 4.0074 3.3093  -0.66
C: 5.0752 4.4808 4.3762  -0.50
C: 3.8729 3.8749 4.7048  -0.83
C: 3.4130 2.7960 3.9673  -0.36
H: 5.2052 -1.9126 1.9595  0.33
H: 7.0927 -2.8562 0.7365  0.41
H: 8.1075 -1.6216 -1.1472  0.40
H: 7.1804 0.5743 -1.8110  0.41
H: 5.2566 1.5060 -0.6312  0.44
H: 1.1663 -1.6313 2.4095  0.49
H: 1.0389 -3.3668 4.1127  0.48
H: 2.7435 -3.5047 5.9016  0.38
H: 4.6139 -1.8919 5.9358  0.42
H: 4.7938 -0.1773 4.2254  0.46
H: 5.9748 2.5667 1.7457  0.34
H: 6.7650 4.4737 3.0564  0.41
H: 5.4318 5.3213 4.9567  0.38
H: 3.2917 4.2354 5.5423  0.44
H: 2.4814 2.3192 4.2543  0.36

Energy relative to the best compared isomer or geometry (same formula, charge and spin) = 0.0 kcal per mole
E_HOMO (alpha / beta) = -8.859 / -8.859 eV
Spin multiplicity = 6
⟨S²⟩ = 9.34

---

Here is a cluster of 11 separate species, C12H47BF4N3O10 in total in a non-equilibrium geometry from the OMol25 dataset. Energies are from wB97M-V/def2-TZVPD.

Last column: Mulliken charge in e.
Cartesian coordinates (Å):
B: -0.5300 1.6964 1.1502  0.56
F: 0.1415 0.9429 0.1853  -0.45
F: -0.7263 0.9558 2.2875  -0.37
F: 0.0714 2.8734 1.3812  -0.32
F: -1.7737 2.0212 0.6124  -0.42
C: 5.8613 -5.4022 1.9531  -1.30
C: 4.4826 -5.9522 2.4921  0.35
C: 3.4170 -6.3377 1.4236  -0.73
O: 3.2380 -5.1802 0.4982  -0.37
C: 2.1827 -4.3268 0.9177  -0.57
N: 4.7094 -7.1609 3.2733  -0.73
H: 6.5818 -5.0331 2.6830  0.40
H: 5.5729 -4.5423 1.3485  0.32
H: 6.3145 -6.0008 1.1629  0.34
H: 3.9274 -5.2823 3.1487  0.23
H: 2.5731 -6.7661 1.9643  0.37
H: 3.7247 -7.1745 0.7966  0.35
H: 2.0408 -3.5846 0.1321  0.24
H: 2.4427 -3.9649 1.9125  0.24
H: 1.2365 -4.8674 0.9409  0.29
H: 5.3715 -6.8632 3.9756  0.27
H: 5.2833 -7.7230 2.6610  0.32
C: -6.0445 -0.9607 -4.8994  -1.22
C: -4.6907 -0.2810 -4.8090  0.50
C: -4.2303 0.4362 -6.1246  -0.89
O: -4.2876 -0.4913 -7.2779  -0.32
C: -4.3325 0.2069 -8.5408  -0.72
N: -4.7112 0.6166 -3.6576  -0.53
H: -6.2535 -1.3144 -5.9090  0.29
H: -6.8236 -0.3041 -4.5120  0.34
H: -5.9709 -1.8761 -4.3122  0.28
H: -3.9057 -1.0166 -4.6337  0.21
H: -3.2244 0.8311 -5.9823  0.43
H: -4.8239 1.3364 -6.2841  0.37
H: -5.0964 0.9807 -8.4644  0.31
H: -4.5368 -0.4343 -9.3983  0.26
H: -3.4352 0.7914 -8.7442  0.30
H: -4.2546 1.5125 -3.7528  0.18
H: -5.6258 0.9524 -3.3914  0.23
C: 2.1988 4.5299 4.9012  -1.08
C: 3.4742 3.9931 4.3165  0.30
C: 3.4543 2.4514 4.2120  -0.44
O: 4.6104 1.7950 3.6374  -0.37
C: 4.3525 0.4626 3.1727  -0.78
N: 3.5215 4.5774 2.9607  -0.77
H: 2.0052 3.9572 5.8083  0.34
H: 1.4014 4.2435 4.2154  0.08
H: 2.0795 5.6108 4.9753  0.37
H: 4.3270 4.3563 4.8899  0.32
H: 2.5932 2.1391 3.6211  0.21
H: 3.2107 2.0191 5.1825  0.34
H: 3.6599 -0.1136 3.7862  0.33
H: 5.2495 -0.1525 3.1016  0.28
H: 3.9591 0.3728 2.1601  0.31
H: 2.7475 4.1887 2.4411  0.28
H: 4.3173 4.1693 2.4913  0.29
O: -5.7824 3.2167 1.4894  -0.66
H: -5.1947 2.8795 0.8132  0.32
H: -5.2061 3.4321 2.2226  0.33
O: 1.2527 3.7098 -2.3439  -0.61
H: 2.1773 3.6720 -2.5888  0.29
H: 1.2260 3.3610 -1.4529  0.32
O: -2.1902 -2.3581 2.8997  -0.66
H: -1.8867 -1.4721 3.0972  0.34
H: -2.5562 -2.2953 2.0175  0.32
O: -2.7588 3.7523 -2.6084  -0.66
H: -2.7054 3.1565 -1.8612  0.35
H: -1.8625 4.0651 -2.7305  0.31
O: -3.0236 -1.2889 -0.5385  -0.67
H: -3.5081 -0.7040 -1.1211  0.30
H: -2.3403 -0.7368 -0.1582  0.34
O: 0.4578 0.3129 -4.1142  -0.64
H: -0.0328 1.1244 -4.2446  0.31
H: 0.5551 0.2411 -3.1647  0.33
O: -2.8902 4.5573 3.9293  -0.61
H: -2.7883 4.9439 4.7990  0.30
H: -2.0004 4.5176 3.5786  0.32

Energy relative to the best compared isomer or geometry (same formula, charge and spin) = 57.0 kcal per mole
E_HOMO = -7.406 eV
Charge = -1

---

Here is a cluster of 2 separate species, C27H52ClF3N2O5 in total in a non-equilibrium geometry from the OMol25 dataset. Energies are from wB97M-V/def2-TZVPD.

Last column: Mulliken charge in e.
Cartesian coordinates (Å):
C: -0.2668 -2.3728 3.7045  -0.98
C: -0.7378 -1.8278 2.5650  -0.79
C: -0.8682 -0.3519 2.3708  0.14
C: -0.8576 0.0099 0.8816  0.83
C: 0.5125 0.5400 0.4192  0.25
O: 0.3936 1.5320 -0.5854  -0.49
C: -0.2611 2.6987 -0.1333  0.21
C: -0.5090 3.5640 -1.3805  -1.73
C: 0.1825 4.9323 -1.2776  -0.95
C: -0.3294 5.9085 -2.3036  0.91
F: 0.0998 7.1458 -2.0451  -0.28
F: -1.6670 5.9632 -2.3451  -0.28
F: 0.0911 5.6007 -3.5356  -0.28
C: -1.5585 2.4092 0.6738  -0.13
C: -1.4548 2.8300 2.1460  -1.86
N: -2.5641 2.2861 2.9098  -0.12
C: -2.2633 2.1528 4.3500  -0.87
N: -1.9696 0.9773 0.5444  0.37
C: -2.5330 0.7372 -0.8217  -0.31
C: -3.1728 -0.6480 -0.9843  -1.07
C: -2.3135 -1.5318 -1.9052  0.29
C: -2.3990 -1.1529 -3.3909  -1.03
C: -1.0261 -1.2608 -4.0615  -0.68
C: -0.3181 -2.5876 -3.8187  -0.08
C: 0.9902 -2.7290 -4.6081  -1.06
C: 2.1925 -2.3232 -3.7549  -0.36
C: 2.3855 -3.1920 -2.5117  -0.27
C: 3.7096 -2.9389 -1.7893  -1.10
C: 3.6947 -1.5775 -1.0764  0.91
C: 4.7787 -1.4590 0.0206  -1.15
C: 4.1729 -1.5591 1.4317  -0.64
C: 3.8128 -0.1864 2.0146  -0.25
C: 2.7555 -0.3078 3.1148  -0.95
H: -0.8134 -3.1885 4.1715  0.25
H: 0.6329 -2.0217 4.2035  0.22
H: -1.0988 -2.4904 1.7774  0.41
H: -1.8088 -0.0429 2.8287  -0.30
H: -0.0525 0.1418 2.9185  0.40
H: -1.0180 -0.9292 0.3599  -0.01
H: 1.0753 0.9545 1.2622  0.31
H: 1.0623 -0.2822 -0.0385  -1.15
H: 0.4065 3.2607 0.5370  0.90
H: -1.5739 3.7197 -1.5549  0.45
H: -0.1098 3.0326 -2.2457  0.50
H: 1.2471 4.8006 -1.4732  0.36
H: 0.0131 5.3655 -0.2914  0.40
H: -2.3438 3.0232 0.2312  0.90
H: -1.4783 3.9289 2.1466  0.52
H: -0.4913 2.5397 2.5716  0.47
H: -3.3523 2.9187 2.8433  0.29
H: -3.1847 2.1871 4.9243  0.37
H: -1.5993 2.9592 4.6910  0.32
H: -1.7554 1.2114 4.5422  0.17
H: -2.7275 0.7992 1.2260  0.67
H: -3.2708 1.5145 -1.0295  0.49
H: -1.7372 0.8726 -1.5552  0.32
H: -4.1724 -0.5615 -1.4092  0.54
H: -3.2397 -1.1662 -0.0221  0.11
H: -2.4967 -2.5911 -1.7236  0.76
H: -1.2720 -1.3522 -1.6082  -0.51
H: -2.6852 -0.0961 -3.4464  0.31
H: -3.1383 -1.7523 -3.9256  0.47
H: -1.1563 -1.1207 -5.1408  0.53
H: -0.4132 -0.4120 -3.7307  0.10
H: -1.0219 -3.4002 -4.0295  0.35
H: -0.0789 -2.6829 -2.7574  0.05
H: 1.1209 -3.7704 -4.9141  0.37
H: 0.9498 -2.0949 -5.4972  0.41
H: 3.0965 -2.4162 -4.3697  0.45
H: 2.1417 -1.2693 -3.4617  0.11
H: 1.6053 -2.9339 -1.7841  -0.07
H: 2.2359 -4.2525 -2.7359  0.38
H: 4.5165 -2.9215 -2.5277  0.32
H: 3.8883 -3.7148 -1.0406  0.40
H: 2.7096 -1.4095 -0.6250  -0.92
H: 3.8732 -0.7984 -1.8212  0.43
H: 5.4904 -2.2743 -0.1341  0.38
H: 5.3071 -0.5118 -0.1064  0.42
H: 3.2365 -2.1240 1.3585  0.27
H: 4.8516 -2.0885 2.1032  0.47
H: 4.7065 0.2745 2.4418  0.37
H: 3.4258 0.4423 1.2059  0.26
H: 3.1373 -0.8994 3.9509  0.54
H: 2.4320 0.6626 3.4951  0.34
H: 1.8795 -0.8465 2.7368  -0.17
O: -3.7916 -2.9313 4.4150  -0.68
Cl: -3.9416 -1.5032 4.3429  1.70
O: -2.8568 -0.8644 5.0642  -0.64
O: -5.2019 -1.0922 4.8910  -0.70
O: -3.8620 -1.0835 2.9417  -0.65

E_HOMO = -8.458 eV